P) 54
Properties=species:S:1:pos:R:3 method="wB97M-V/def2-TZVPD" smiles="CCOC(=O)c1c(C)[nH]c(C)c1C(=O)CSc1nc2ccccc2n1CCOC" mol_weight_g_mol=415.5 lumo_ev=0.7 homo_lumo_gap_ha=0.31325 multiplicity=1
C -0.178 -3.070 3.526
C -1.216 -2.040 3.119
H -2.220 -2.346 3.437
H -1.006 -1.055 3.551
O -1.206 -1.939 1.698
C -1.802 -0.877 1.146
O -2.291 0.024 1.798
C -1.745 -0.924 -0.308
C -2.279 0.008 -1.182
N -1.953 -0.383 -2.437
C -1.196 -1.522 -2.410
C -1.054 -1.897 -1.101
C -0.263 -3.048 -0.608
O -0.725 -4.082 -0.204
C 1.240 -2.819 -0.684
H 1.783 -3.737 -0.464
H 1.534 -2.386 -1.639
S 1.739 -1.619 0.593
C 1.259 -0.147 -0.204
N 1.213 -0.003 -1.501
C 0.733 1.264 -1.702
C 0.451 1.938 -2.884
C -0.061 3.215 -2.785
C -0.294 3.816 -1.547
C -0.016 3.166 -0.361
C 0.503 1.885 -0.451
N 0.869 0.958 0.496
C 0.801 1.128 1.922
H -0.219 1.432 2.181
H 1.015 0.165 2.393
C 1.796 2.177 2.458
O 3.051 1.664 2.818
C 3.870 1.278 1.739
H 3.918 2.066 0.977
H 4.863 1.116 2.155
H 3.524 0.349 1.275
H 1.912 2.981 1.715
H 1.395 2.601 3.381
H -0.211 3.632 0.593
H -0.705 4.815 -1.518
H -0.291 3.767 -3.685
H 0.631 1.470 -3.839
C -0.669 -2.135 -3.657
H 0.225 -1.602 -3.987
H -0.408 -3.175 -3.484
H -1.411 -2.087 -4.453
H -2.194 0.122 -3.275
C -3.082 1.226 -0.918
H -2.592 2.104 -1.341
H -3.187 1.357 0.155
H -4.073 1.137 -1.364
H -0.385 -4.011 3.025
H 0.816 -2.738 3.240
H -0.211 -3.218 4.602

=====

Q) 54
Properties=species:S:1:pos:R:3 method="wB97M-V/def2-TZVPD" smiles="C=CCN(C(=O)CNC(=O)c1ccco1)[C@@H](C(=O)NC1CCCC1)c1cccs1" mol_weight_g_mol=415.5 lumo_ev=0.5 homo_lumo_gap_ha=0.32482 multiplicity=1
C 2.746 2.607 0.175
C 1.990 1.529 0.267
C 2.214 0.439 1.279
N 1.053 -0.401 1.506
C -0.105 0.000 2.064
O -1.028 -0.762 2.289
C -0.268 1.492 2.393
N -1.592 1.889 1.960
C -1.992 1.552 0.715
O -1.227 1.089 -0.121
C -3.399 1.822 0.415
C -4.097 1.628 -0.750
C -5.421 2.036 -0.487
C -5.434 2.447 0.812
O -4.222 2.324 1.367
H -6.219 2.833 1.432
H -6.248 2.024 -1.167
H -3.699 1.242 -1.666
H -2.297 2.094 2.650
H -0.184 1.636 3.471
H 0.474 2.103 1.876
C 1.176 -1.804 1.124
C 2.311 -2.451 1.850
C 2.505 -2.425 3.200
C 3.683 -3.090 3.599
C 4.359 -3.605 2.541
S 3.578 -3.299 1.038
H 5.276 -4.160 2.555
H 3.999 -3.178 4.623
H 1.820 -1.951 3.881
H 0.229 -2.278 1.425
C 1.286 -1.954 -0.404
O 2.093 -2.713 -0.912
N 0.408 -1.221 -1.092
H -0.208 -0.567 -0.622
C 0.302 -1.280 -2.535
H 0.909 -2.135 -2.844
C 0.793 0.021 -3.194
C -0.478 0.841 -3.390
H -0.352 1.650 -4.107
C -1.473 -0.216 -3.858
H -2.509 0.110 -3.779
H -1.276 -0.469 -4.902
C -1.175 -1.419 -2.958
H -1.364 -2.365 -3.463
H -1.802 -1.383 -2.066
H -0.802 1.258 -2.436
H 1.542 0.522 -2.583
H 1.240 -0.209 -4.162
H 3.005 -0.222 0.908
H 2.569 0.861 2.227
H 1.160 1.373 -0.407
H 2.576 3.356 -0.579
H 3.575 2.781 0.844

=====

Stability check: which of them is least stable? Q).